A 11-piece molecular cluster, C27H53Cl6F3N7O10S2 overall at a distorted geometry, computed with ωB97M-V/def2-TZVPD.

```
108
Properties=species:S:1:pos:R:3:mulliken_spin:R:1
N 0.20166 -1.08898 0.43574 0.00
S -0.37565 0.28961 0.73934 0.00
O -0.19542 1.39082 -0.20057 0.00
O -0.37619 0.59477 2.17213 0.00
F -1.95267 0.02608 0.48602 0.00
S 1.77936 -0.57904 0.25355 0.00
O 2.41934 0.02237 1.44257 0.00
O 2.14840 -0.22023 -1.10034 0.00
F 2.43289 -2.05432 0.35662 0.00
C -3.21165 0.16711 3.65300 0.01
C -4.27777 -0.68768 4.29462 0.00
O -4.06429 -1.88678 4.52631 0.11
N -5.42267 -0.12040 4.47174 0.00
C -6.55979 -0.85916 4.94462 0.00
H -3.05915 -0.19205 2.63524 -0.01
H -2.33353 0.05466 4.28890 0.00
H -3.53068 1.20873 3.61614 0.00
H -5.55931 0.84566 4.21069 0.00
H -6.71427 -1.87813 4.58975 0.00
H -7.40351 -0.33566 4.49496 0.00
H -6.64962 -0.86409 6.03090 0.00
C -5.35989 -2.83147 -3.75335 0.00
C -5.20916 -1.61427 -2.85630 0.00
O -5.49096 -1.65686 -1.67597 0.00
N -4.71448 -0.51454 -3.40744 0.00
C -4.33928 0.67051 -2.59189 0.00
H -6.37506 -3.20224 -3.61166 0.00
H -4.69348 -3.60991 -3.38183 0.00
H -5.12350 -2.57328 -4.78561 0.00
H -4.19842 -0.62147 -4.26903 0.00
H -5.20701 1.26434 -2.30466 0.00
H -3.56901 1.24419 -3.10732 0.00
H -3.88763 0.26917 -1.68467 0.00
C 4.87943 1.90895 0.39714 0.00
C 6.36176 2.05006 0.19174 0.00
O 6.76529 2.61559 -0.81229 0.00
N 7.20251 1.58552 1.13560 0.00
C 8.62579 1.63866 1.03638 0.00
H 4.45553 2.91041 0.32301 0.00
H 4.65473 1.39072 1.32937 0.00
H 4.37374 1.31910 -0.36736 0.00
H 6.80404 1.25914 2.00438 0.00
H 9.09731 1.83559 1.99918 0.00
H 9.06404 2.43249 0.43150 0.00
H 9.07645 0.70789 0.69191 0.00
C 1.78574 -3.49772 -2.36733 0.00
C 0.32639 -3.26081 -2.72278 0.00
O -0.10995 -3.86135 -3.65128 0.00
N -0.38249 -2.42547 -1.94346 0.00
C -1.77744 -2.11748 -2.19996 0.00
H 2.21149 -4.35409 -2.89026 0.00
H 1.85037 -3.73426 -1.30526 0.00
H 2.29792 -2.56350 -2.59758 0.00
H 0.03044 -1.98912 -1.13155 0.00
H -2.47614 -2.83750 -1.77395 0.00
H -2.00667 -2.19657 -3.26263 0.00
H -2.12104 -1.11590 -1.94132 0.00
C 0.02666 -2.14162 3.60355 0.02
C -1.10644 -2.97895 3.07982 -0.04
O -1.79703 -3.55586 3.93507 0.75
N -1.20967 -3.13405 1.76488 0.16
C -2.26669 -3.83649 1.06416 0.00
H 0.91890 -2.08526 2.97999 0.02
H 0.25002 -2.59721 4.56825 0.00
H -0.18024 -1.11026 3.88919 0.00
H -0.67017 -2.42500 1.28917 -0.03
H -2.84831 -4.57920 1.61025 0.00
H -1.78119 -4.35883 0.23981 0.00
H -2.80644 -2.99814 0.62380 0.01
C -4.25457 4.15878 -2.00116 0.00
C -3.11729 3.42900 -1.30817 0.00
O -3.23767 3.06773 -0.15003 0.00
N -1.91695 3.19371 -1.82070 0.00
C -1.36622 3.79371 -2.99029 0.00
H -3.73200 4.90661 -2.59763 0.00
H -4.84641 4.65383 -1.23126 0.00
H -4.76899 3.49854 -2.69941 0.00
H -1.27206 2.75837 -1.17673 0.00
H -1.14027 4.85470 -2.88374 0.00
H -2.08408 3.50658 -3.75862 0.00
H -0.42809 3.26273 -3.15173 0.00
C 1.50914 -5.20550 1.48802 0.00
Cl 2.51137 -5.42493 2.87463 0.00
Cl 2.21512 -6.16755 0.10345 0.00
H 0.51975 -5.62331 1.67412 0.00
H 1.49209 -4.15485 1.19829 0.00
C 5.54034 -1.61606 0.53241 0.00
Cl 5.31447 -1.74242 -1.21923 0.00
Cl 5.23663 -3.08443 1.43619 0.00
H 6.56561 -1.31521 0.74787 0.00
H 4.86667 -0.84917 0.91470 0.00
C 2.36070 0.92492 4.28722 0.00
Cl 2.01500 2.49562 3.49155 0.00
Cl 1.97104 0.93457 5.99761 0.00
H 1.70694 0.21488 3.78072 0.00
H 3.39334 0.63117 4.09888 0.00
F 2.77023 5.52110 -5.26071 0.00
C 2.54416 4.92450 -4.05172 0.00
C 2.17499 5.72762 -2.92076 0.00
C 1.88787 5.11640 -1.69230 0.00
C 2.12777 3.76788 -1.58093 0.00
C 2.44170 3.00338 -2.67151 0.00
C 2.71738 3.57936 -3.88937 0.00
H 2.01641 6.78497 -3.07328 0.00
H 1.74043 5.69938 -0.79519 0.00
H 1.98711 3.26410 -0.63603 0.00
H 2.69732 1.96231 -2.54023 0.00
H 3.19480 2.99007 -4.65826 0.00
```

## Properties
HOMO (alpha / beta) (eV): -8.98 / -8.98
2S+1: 2
Charge: 0
Molar mass (g/mol): 969.61
Kohn-Sham gap (alpha / beta) (eV): 8.83 / 3.52

***

A 5-piece molecular cluster, C27H53NO9 overall at a distorted geometry, computed with ωB97M-V/def2-TZVPD.

```
90
Properties=species:S:1:pos:R:3:mulliken_charge:R:1
C 2.60252 -2.78300 1.71354 -0.55
O 3.53956 -2.73254 0.63994 -0.34
C 2.90872 -2.50892 -0.61759 -0.86
C 2.83317 -1.03536 -1.01175 -0.66
C 1.90593 -0.17289 -0.10018 -0.15
C 2.79816 0.86551 0.60361 -0.13
C 2.07816 1.83349 1.60182 -1.07
C 0.59153 1.54876 1.86619 -0.61
C -0.31672 2.23740 0.84004 -0.31
C -1.80282 2.13996 1.17598 -0.80
C -2.69296 2.85856 0.15358 -0.61
C -4.17497 2.76419 0.61436 -0.60
C -5.08031 2.09711 -0.43013 -1.52
C -5.05554 0.58912 -0.40020 0.16
C -5.42191 -0.11758 0.64054 1.37
C -5.94415 0.49538 1.90767 -0.78
O -7.00502 -0.26513 2.47970 -0.19
N -6.69802 -0.62379 3.81800 0.12
O -6.97683 -1.72939 4.04254 -0.27
C -5.31984 -1.60935 0.60366 0.31
O -5.44503 -2.26792 1.57794 -0.51
C -5.00472 -2.31050 -0.67652 -0.68
C -4.65088 -1.59738 -1.70960 -0.63
C -4.58664 -0.11319 -1.63319 0.36
O -4.18555 0.47967 -2.57924 -0.52
H 2.75957 -3.61767 2.40117 0.09
H 1.56458 -2.79607 1.37461 0.35
H 2.71264 -1.84090 2.26859 0.18
H 3.55925 -2.99834 -1.35381 0.41
H 1.95093 -3.03476 -0.70193 0.43
H 2.52700 -0.96098 -2.05698 0.27
H 3.85200 -0.64604 -0.93666 0.23
H 1.31384 -0.78572 0.57570 0.54
H 1.21190 0.31439 -0.78513 0.06
H 3.58350 0.32021 1.13793 0.01
H 3.26076 1.45217 -0.19303 0.22
H 2.65451 1.80911 2.52905 0.36
H 2.14203 2.84700 1.19376 0.43
H 0.36078 0.49095 1.99688 0.29
H 0.35220 2.01758 2.83168 0.56
H 0.01865 3.27729 0.76627 0.36
H -0.17038 1.80082 -0.15478 0.09
H -1.95324 2.58542 2.16656 0.25
H -2.08737 1.08268 1.24627 0.27
H -2.58647 2.41438 -0.83756 0.31
H -2.36866 3.90116 0.13959 0.36
H -4.16455 2.25605 1.57862 0.38
H -4.58277 3.75929 0.81062 0.44
H -4.73470 2.43351 -1.40945 0.40
H -6.12817 2.40828 -0.36675 0.50
H -6.35092 1.48724 1.69488 0.41
H -5.13740 0.65902 2.62833 0.40
H -5.05334 -3.38859 -0.71519 0.44
H -4.39333 -2.07312 -2.64606 0.46
C 3.77747 -6.83814 3.69190 -0.96
C 4.70607 -7.16874 2.53754 -0.20
O 4.29596 -6.50734 1.34603 -0.48
H 2.75392 -7.12908 3.45184 0.25
H 4.08501 -7.35337 4.60371 0.34
H 3.77059 -5.76238 3.88538 0.27
H 4.69539 -8.23880 2.33407 0.29
H 5.73357 -6.87200 2.77438 0.24
H 4.30939 -5.55734 1.51443 0.25
C -5.99908 3.48574 -4.81450 -0.79
C -4.98474 3.39555 -5.93820 -0.27
O -3.65901 3.33165 -5.42080 -0.50
H -5.80822 4.36598 -4.19861 0.24
H -7.01706 3.54362 -5.20455 0.36
H -5.92405 2.61224 -4.16144 0.13
H -5.04199 4.27467 -6.57893 0.30
H -5.16888 2.50839 -6.55352 0.24
H -3.60063 2.54774 -4.86118 0.29
C 3.85673 1.69686 -4.35599 -1.02
C 2.36826 1.62108 -4.07082 -0.37
O 2.11763 1.62429 -2.66740 -0.32
H 4.37599 0.85611 -3.89346 0.23
H 4.05161 1.68337 -5.42963 0.37
H 4.28413 2.61079 -3.93580 0.32
H 1.94853 0.69945 -4.47244 0.30
H 1.84409 2.46630 -4.52830 0.30
H 2.47717 2.44308 -2.30755 0.22
C 6.95123 0.18080 3.79720 -1.14
C 6.40816 -0.04988 2.39906 -0.16
O 5.29382 0.80127 2.13459 -0.43
H 6.17469 -0.00034 4.54162 0.30
H 7.79648 -0.47798 4.00315 0.36
H 7.27922 1.21630 3.91852 0.33
H 6.06254 -1.07696 2.28696 0.18
H 7.18328 0.13682 1.64892 0.29
H 5.59405 1.71363 2.21992 0.23
```

## Properties
HOMO (eV): -9.36
SMILES: COCCCCCCCCCCCC1=C(CON=O)C(=O)C=CC1=O.CCO.CCO.CCO.CCO
Charge: 0
Molar mass (g/mol): 535.72
Kohn-Sham gap (eV): 8.22

***

C27H54AsF6O27Tl as an isolated structure at a distorted geometry, computed with ωB97M-V/def2-TZVPD.

```
116
Properties=species:S:1:pos:R:3:mulliken_charge:R:1
Tl 1.36925 5.26789 0.95869 1.24
As -0.58392 1.23657 0.01065 2.26
F -0.25179 0.72754 1.64832 -0.48
F 0.92312 0.51950 -0.51263 -0.41
F -0.91267 1.64325 -1.65188 -0.48
F -2.06265 1.92659 0.59960 -0.61
F 0.28163 2.74192 0.28955 -0.48
F -1.50012 -0.27826 -0.24385 -0.50
C -2.53746 3.31821 3.72065 -0.68
O -1.34772 2.69765 4.26040 -0.38
C -0.19650 2.82947 3.64377 0.62
O -0.00118 3.55109 2.69353 -0.35
O 0.80589 2.14251 4.16467 -0.03
C 0.67182 1.46437 5.41327 -0.78
H -2.22449 4.11573 3.05569 0.35
H -3.06067 3.63136 4.62125 0.30
H -3.17084 2.57422 3.24299 0.18
H -0.18644 0.78141 5.37776 0.31
H 0.40747 2.21651 6.15622 0.39
H 1.51691 0.81925 5.62472 0.17
C -0.55060 4.31017 -4.24700 -0.50
O -1.43450 4.07502 -3.14359 -0.28
C -1.14007 4.42417 -1.92731 0.80
O -0.08254 4.91673 -1.58613 -0.39
O -2.13772 4.34589 -1.07012 -0.25
C -3.32866 3.68795 -1.47258 -0.68
H 0.39988 3.80370 -4.09115 0.06
H -0.40415 5.38832 -4.29828 0.35
H -1.00385 3.96625 -5.16984 0.25
H -3.22458 2.92143 -2.24259 0.23
H -4.00384 4.40434 -1.94936 0.39
H -3.85916 3.22067 -0.64958 0.27
C -3.41693 -5.63265 5.87331 -0.70
O -3.03139 -4.31915 5.49534 -0.32
C -2.77053 -4.11866 4.22136 0.71
O -3.07142 -4.88518 3.34505 -0.46
O -2.24469 -2.91652 4.03201 -0.21
C -2.04435 -2.50022 2.70522 -0.57
H -2.80874 -6.40077 5.38873 0.34
H -4.46414 -5.85118 5.68535 0.31
H -3.14960 -5.75680 6.92117 0.27
H -1.37341 -3.16147 2.14959 0.30
H -1.51504 -1.54922 2.80292 -0.03
H -2.97245 -2.32578 2.15735 0.51
C -4.18683 -1.10323 -0.59291 -0.33
O -5.23917 -1.65506 -1.38289 -0.35
C -4.96635 -2.68221 -2.14983 0.84
O -3.85221 -3.15916 -2.27761 -0.48
O -6.06139 -3.14793 -2.69443 -0.35
C -5.97750 -4.20557 -3.66111 -0.67
H -4.62664 -0.52186 0.21672 0.26
H -3.58018 -0.48820 -1.24719 0.21
H -3.65350 -1.87937 -0.04357 0.16
H -4.96590 -4.31673 -4.05294 0.32
H -6.64767 -3.92843 -4.46589 0.28
H -6.19874 -5.17661 -3.22494 0.29
C 4.97563 4.96206 -3.27389 -0.76
O 4.21695 3.76412 -3.12929 -0.39
C 3.23768 3.72051 -2.22908 0.38
O 2.79217 4.67347 -1.64122 -0.47
O 2.68581 2.52717 -2.15435 0.50
C 3.05201 1.43836 -3.00047 -0.62
H 5.75035 5.10570 -2.52510 0.29
H 4.27169 5.79724 -3.28957 0.33
H 5.40916 4.92508 -4.27107 0.26
H 4.05605 1.07374 -2.77617 0.31
H 3.06736 1.72565 -4.05226 0.47
H 2.28932 0.69496 -2.79130 -0.07
C 4.40729 0.99470 0.09507 -0.37
O 4.50802 1.17293 1.49185 -0.35
C 3.83010 2.11283 2.11737 0.82
O 3.22998 3.00692 1.54985 -0.47
O 3.82960 2.03146 3.42461 -0.30
C 4.63678 1.04960 4.12932 -0.66
H 3.39424 1.09419 -0.29621 -0.05
H 4.73971 -0.02006 -0.11120 0.15
H 5.04404 1.70967 -0.42894 0.43
H 4.00977 0.22357 4.45989 0.20
H 5.05855 1.63090 4.94307 0.31
H 5.42628 0.65364 3.49656 0.33
C 1.74631 -1.62746 2.49096 0.02
O 1.32715 -2.68668 3.34057 -0.25
C 1.77400 -2.70337 4.57291 0.79
O 2.75226 -2.09896 4.96282 -0.55
O 1.09144 -3.58502 5.27799 -0.25
C 1.45237 -3.79392 6.63074 -0.72
H 2.70836 -1.80409 2.01627 0.29
H 1.69643 -0.63814 2.94622 -0.03
H 1.00263 -1.57900 1.69672 -0.18
H 0.67967 -4.29049 7.21664 0.24
H 1.69228 -2.88686 7.18214 0.32
H 2.29367 -4.48722 6.68054 0.32
C -0.59767 -3.36689 -1.51203 -0.35
O 0.62531 -3.37047 -0.79897 -0.29
C 1.74290 -3.02904 -1.41409 0.95
O 1.89592 -2.88934 -2.59836 -0.59
O 2.70192 -2.99242 -0.50672 -0.22
C 4.03319 -2.72313 -0.92835 -0.75
H -0.96459 -2.32662 -1.55551 -0.13
H -1.43327 -3.89522 -1.06110 0.25
H -0.35455 -3.71625 -2.51728 0.54
H 4.04788 -1.87423 -1.61337 0.26
H 4.40882 -3.61490 -1.43390 0.38
H 4.64355 -2.51178 -0.05533 0.27
C -0.53963 -0.44997 -4.02861 0.02
O -1.44869 0.05824 -5.01154 -0.26
C -1.00742 0.13650 -6.26035 0.72
O 0.14588 0.17977 -6.59673 -0.46
O -2.04682 0.17003 -7.06527 -0.31
C -1.84624 0.56945 -8.40595 -0.69
H 0.19146 0.23512 -3.60589 -0.14
H 0.00961 -1.27875 -4.47983 0.65
H -1.20845 -0.83304 -3.26126 -0.22
H -1.26129 -0.17117 -8.95739 0.32
H -1.45094 1.57412 -8.53053 0.30
H -2.77311 0.52334 -8.98025 0.27
```

## Properties
Energy above the lowest of the compared OMol25 structures with the same formula, charge and spin (kcal/mol): 0.0
HOMO (eV): -14.45
Charge: +2
Molar mass (g/mol): 1204.00
Kohn-Sham gap (eV): 1.60